10
Properties=species:S:1:pos:R:3:forces:R:3:nbo_charge:R:1 method="wB97M-V/def2-TZVPD" lumo_energy_ha=0.020 homo_lumo_gap_ev=9.69
O 0.278 -0.460 2.073 0.0037 -0.0907 0.2716 -0.64
C -0.015 -0.215 0.914 0.5313 -0.1936 -0.0207 0.61
C 1.084 -0.301 -0.165 0.1722 -0.0886 0.1492 -0.33
N 0.611 0.320 -1.414 -0.8569 0.2306 -0.1325 -0.35
C -0.554 0.624 -1.379 -0.0868 -0.9452 2.5698 0.33
N -1.187 0.106 0.376 0.5566 -0.0201 -0.1213 -0.83
H 2.000 0.183 0.168 -0.0559 -0.0188 -0.0769 0.24
H 1.300 -1.350 -0.376 0.0681 0.0898 0.0024 0.24
H -1.576 0.857 -1.259 -0.6431 0.9493 -2.0358 0.32
H -1.941 0.235 1.062 0.3108 0.0875 -0.6057 0.40